1.
The following is a quantum chemistry calculation of a cluster of 2 separate species, C6H12O in total in a non-equilibrium geometry, from the OMol25 dataset.

ΔE to the lowest compared entry with this formula, charge and spin: 48.1 kcal/mol
HOMO energy: -8.67 eV
net charge: 0
Kohn-Sham gap: 9.449 eV

Positions of all 19 atoms, in Å:
C: -1.538 -2.531 -0.660
C: -0.304 -1.841 -0.297
C: -0.211 -0.496 -0.248
C: 0.991 0.317 -0.152
C: 1.670 0.580 -1.271
C: 2.923 1.414 -1.407
H: -2.371 -1.844 -0.750
H: -1.852 -3.233 0.146
H: -1.533 -3.219 -1.508
H: 0.642 -2.370 -0.275
H: -1.172 -0.029 0.012
H: 1.068 0.898 0.764
H: 1.416 0.099 -2.211
H: 2.720 2.481 -1.333
H: 3.525 1.131 -0.538
H: 3.443 1.105 -2.308
O: -2.842 1.967 3.200
H: -2.710 2.628 3.874
H: -2.040 2.040 2.697

Results of the Mulliken charge analysis, in e, for atoms 1 through 5: -1.10, 0.06, -0.45, -0.43, -0.06

2.
The following is a quantum chemistry calculation of a structure of composition C18H22Cl6F12O8 in a non-equilibrium geometry, from the OMol25 dataset.

ΔE to the lowest compared entry with this formula, charge and spin: 322.6 kcal/mol
HOMO energy: -9.53 eV
net charge: 0
Kohn-Sham gap: 9.653 eV

Positions of all 66 atoms, in Å:
C: 1.311 -1.628 3.669
C: 1.476 -3.096 3.288
O: 2.832 -3.391 3.396
C: 3.284 -4.688 2.974
O: 2.477 -5.497 2.482
C: 4.790 -5.018 3.209
F: 4.910 -6.192 3.924
F: 5.365 -5.368 2.056
F: 5.458 -4.021 3.784
H: 0.470 -1.164 3.155
H: 2.212 -1.091 3.372
H: 1.214 -1.553 4.752
H: 1.177 -3.349 2.270
H: 0.843 -3.772 3.864
C: -2.740 -2.499 2.923
C: -2.677 -1.298 2.045
O: -2.872 -1.760 0.706
C: -3.903 -1.190 -0.124
O: -4.840 -0.442 0.247
C: -3.857 -1.590 -1.580
F: -2.801 -2.373 -1.763
F: -4.936 -2.278 -1.903
F: -3.697 -0.511 -2.323
H: -1.855 -3.135 2.889
H: -3.570 -3.133 2.611
H: -2.839 -2.236 3.976
H: -1.679 -0.865 1.990
H: -3.366 -0.504 2.334
C: -0.956 2.861 -2.279
C: 0.005 4.054 -2.025
O: 0.489 3.869 -0.741
C: 1.735 4.316 -0.337
O: 2.524 4.997 -0.981
C: 2.097 4.008 1.160
F: 2.642 2.819 1.175
F: 2.918 4.972 1.574
F: 0.931 4.024 1.841
H: -0.388 1.961 -2.043
H: -1.217 2.798 -3.335
H: -1.892 2.988 -1.734
H: -0.561 4.967 -1.842
H: 0.751 4.141 -2.815
C: -1.108 -0.420 -2.885
C: 0.316 0.004 -2.605
O: 0.955 0.511 -3.778
C: 2.167 0.996 -3.674
O: 2.733 1.163 -2.588
C: 2.785 1.356 -5.052
F: 2.236 0.637 -6.049
F: 2.603 2.628 -5.368
F: 4.109 1.165 -4.983
H: -1.527 -0.561 -1.889
H: -1.095 -1.371 -3.417
H: -1.614 0.309 -3.519
H: 0.900 -0.885 -2.364
H: 0.341 0.688 -1.757
C: -0.179 0.741 1.074
Cl: 0.713 0.955 -0.520
Cl: 0.534 1.748 2.319
Cl: -0.087 -0.953 1.657
H: -1.232 1.023 1.060
C: -3.069 2.175 -0.237
Cl: -2.021 2.945 0.997
Cl: -2.139 0.853 -1.155
Cl: -3.612 3.390 -1.314
H: -3.977 1.770 0.209

Results of the Mulliken charge analysis, in e, for atoms 1 through 5: -0.92, -0.41, -0.22, 0.31, -0.52

3.
The following is a quantum chemistry calculation of a structure of composition C21H36P2SeV in a non-equilibrium geometry, from the OMol25 dataset.

ΔE to the lowest compared entry with this formula, charge and spin: 86.6 kcal/mol
2S+1: 4
HOMO energy (spin up / spin down): -6.79 / -7.30 eV
net charge: 0
Kohn-Sham gap (spin up / spin down): 6.626 / 7.166 eV

Positions of all 61 atoms, in Å:
P: -2.251 -2.489 0.129
P: -1.021 0.088 -0.876
C: -3.093 -1.571 -1.429
C: -1.955 -0.961 -2.163
H: -3.778 -0.811 -1.017
H: -3.652 -2.312 -2.039
H: -1.294 -1.766 -2.502
H: -2.235 -0.363 -3.035
C: -2.182 1.688 -1.391
H: -1.610 2.613 -1.179
H: -3.176 1.731 -0.905
H: -2.362 1.652 -2.473
C: 0.021 0.483 -2.506
H: 0.257 -0.367 -3.146
H: 0.959 1.033 -2.407
H: -0.628 1.119 -3.135
C: -3.871 -3.221 0.637
H: -4.025 -3.173 1.723
H: -3.894 -4.280 0.363
H: -4.736 -2.738 0.139
C: -1.224 -3.636 -0.919
H: -0.281 -3.166 -1.219
H: -1.658 -3.973 -1.871
H: -0.940 -4.529 -0.350
V: -1.294 -0.867 1.026
C: 2.880 3.683 -1.409
C: 1.791 3.266 -0.781
C: 1.910 2.210 0.356
C: 2.685 0.933 0.020
C: 3.269 0.636 -1.441
C: 4.403 1.182 -1.895
C: 5.036 2.525 -1.598
C: 4.224 3.484 -0.752
C: 0.480 -2.001 1.471
H: 2.893 4.150 -2.423
H: 0.801 3.700 -0.954
H: 0.877 2.039 0.751
H: 2.489 2.685 1.184
H: 3.554 0.900 0.708
H: 1.996 0.109 0.285
H: 2.903 -0.376 -1.793
H: 5.064 0.554 -2.496
H: 5.112 2.937 -2.619
H: 6.036 2.440 -1.128
H: 4.053 3.107 0.265
H: 4.812 4.408 -0.591
H: 1.220 -1.625 2.201
H: 0.986 -2.186 0.511
H: 0.179 -2.957 1.906
Se: -2.113 1.794 1.285
C: -1.946 0.430 2.561
C: -2.922 -0.582 2.744
C: -2.660 -1.492 3.803
C: -1.412 -1.439 4.461
C: -0.377 -0.576 4.068
C: -0.600 0.336 3.056
H: -3.774 -0.666 2.069
H: -3.448 -2.213 4.087
H: -1.240 -2.076 5.335
H: 0.611 -0.606 4.532
H: 0.153 1.104 2.763

Results of the Mulliken charge analysis, in e, for atoms 1 through 5: 1.44, 1.70, -1.29, -1.31, 0.37

4.
The following is a quantum chemistry calculation of a cluster of 2 separate species, C6H8N2O6 in total in a non-equilibrium geometry, from the OMol25 dataset.

ΔE to the lowest compared entry with this formula, charge and spin: 0.0 kcal/mol
HOMO energy: -0.41 eV
net charge: -2
Kohn-Sham gap: 6.785 eV

Positions of all 22 atoms, in Å:
C: -3.059 0.579 0.243
C: -2.272 -1.787 -0.171
C: -1.312 0.122 -1.574
C: 1.300 0.652 -0.389
C: 0.505 0.529 0.878
C: -2.166 -0.311 -0.498
N: 0.848 0.895 2.097
N: 1.864 -0.579 -0.888
O: -2.947 1.821 -0.051
O: -3.369 -2.083 0.534
O: -0.549 -0.571 -2.289
O: -3.899 0.145 1.099
O: -1.455 -2.593 -0.604
O: -1.290 1.504 -1.874
H: 2.101 1.219 -0.260
H: 0.525 0.972 -1.171
H: -0.311 -0.111 0.755
H: -3.772 -1.178 0.839
H: -1.934 1.875 -1.296
H: 0.997 -1.187 -1.218
H: 2.270 -1.001 -0.078
H: 1.670 1.515 2.185

Results of the Mulliken charge analysis, in e, for atoms 1 through 5: 1.05, 0.48, 0.29, -0.80, 0.04